# 1
Computed, not measured: a structure of composition C44H58FHfN6O3P3S at a distorted geometry, with the ωB97M-V functional and the def2-TZVPD basis.

Each line ends with the Mulliken charge.
Atoms and positions in Å:
Hf: 10.75 13.09 13.40  1.58
C: 14.91 9.81 14.32  -1.43
P: 13.09 9.68 13.97  0.98
C: 13.02 7.90 13.47  -1.33
C: 12.49 9.50 15.70  -1.03
C: 12.68 10.79 16.49  -1.06
P: 12.05 12.31 15.63  1.58
C: 13.39 13.48 16.21  -1.67
C: 10.61 12.66 16.74  -1.58
H: 15.18 9.15 15.13  0.45
H: 15.15 10.83 14.58  0.31
H: 15.45 9.58 13.41  0.43
H: 13.48 7.27 14.21  0.48
H: 13.52 7.76 12.52  0.42
H: 11.99 7.61 13.32  0.35
H: 13.02 8.66 16.17  0.69
H: 11.43 9.24 15.64  0.31
H: 13.74 10.93 16.74  0.51
H: 12.16 10.70 17.46  0.60
H: 13.41 13.55 17.30  0.49
H: 13.17 14.46 15.77  0.32
H: 14.38 13.17 15.85  0.50
H: 10.97 12.85 17.76  0.52
H: 9.94 11.79 16.71  0.45
H: 10.04 13.53 16.41  0.22
F: 11.99 16.80 19.33  -0.33
C: 11.19 17.19 18.30  0.05
C: 11.21 16.41 17.17  -0.57
C: 10.36 16.69 16.05  0.75
C: 10.23 15.81 14.92  0.29
O: 11.13 14.87 14.58  -0.67
C: 9.11 16.05 14.08  0.13
C: 8.41 17.25 14.11  -0.32
N: 8.65 18.18 15.09  0.32
C: 7.94 19.40 15.09  -0.45
C: 7.97 20.23 13.82  -0.91
C: 8.72 20.74 15.06  -0.51
C: 9.50 17.85 16.15  -0.07
C: 9.50 18.61 17.31  -1.17
C: 10.29 18.30 18.46  0.04
N: 10.22 19.05 19.64  0.12
C: 11.06 18.69 20.81  -0.51
C: 10.77 19.61 21.97  -1.15
N: 10.69 21.04 21.51  -0.08
C: 9.67 21.30 20.42  -0.78
C: 9.13 19.99 19.89  -0.40
C: 8.86 15.00 13.10  -0.53
O: 8.76 15.26 11.88  -0.37
O: 8.84 13.78 13.61  -0.69
H: 11.86 15.55 17.14  0.58
H: 7.65 17.52 13.38  0.82
H: 6.99 19.50 15.64  0.42
H: 7.06 20.79 13.58  0.30
H: 8.59 19.77 13.07  0.37
H: 8.22 21.56 15.57  0.34
H: 9.79 20.61 15.02  0.30
H: 8.85 19.47 17.37  0.57
H: 12.11 18.75 20.53  0.47
H: 10.91 17.67 21.13  0.47
H: 11.56 19.56 22.73  0.46
H: 9.83 19.37 22.44  0.43
H: 11.61 21.34 21.18  0.40
H: 10.51 21.65 22.31  0.38
H: 10.18 21.86 19.64  0.39
H: 8.88 21.95 20.81  0.42
H: 8.58 20.20 18.96  0.27
H: 8.39 19.55 20.59  0.25
N: 12.63 12.33 12.23  -0.22
C: 12.38 11.50 11.03  0.30
C: 13.17 10.41 10.72  -0.75
C: 12.81 9.63 9.60  -0.89
C: 11.73 9.98 8.83  -0.97
C: 10.94 11.07 9.14  -0.97
C: 11.26 11.81 10.28  0.77
P: 10.23 13.22 10.76  0.89
C: 8.63 13.13 9.93  0.84
C: 8.07 14.24 9.30  -0.75
C: 6.82 14.12 8.70  -0.82
C: 6.10 12.96 8.80  -0.60
C: 6.63 11.87 9.49  -0.93
C: 7.92 11.95 10.01  -0.61
C: 11.28 14.63 10.30  1.28
C: 11.41 14.96 8.97  -0.69
C: 12.26 15.99 8.60  -0.81
C: 13.00 16.68 9.55  -0.67
C: 12.91 16.31 10.87  -1.27
C: 12.01 15.33 11.27  0.13
H: 13.11 11.69 12.89  -0.70
H: 13.31 13.06 11.96  0.38
H: 14.07 10.17 11.26  0.77
H: 13.41 8.77 9.35  0.49
H: 11.50 9.40 7.95  0.50
H: 10.08 11.35 8.53  0.58
H: 8.60 15.17 9.29  0.50
H: 6.41 14.97 8.18  0.47
H: 5.11 12.89 8.35  0.45
H: 6.07 10.96 9.61  0.53
H: 8.35 11.08 10.49  0.62
H: 10.88 14.40 8.21  0.53
H: 12.34 16.26 7.55  0.48
H: 13.63 17.51 9.24  0.47
H: 13.50 16.85 11.59  0.52
H: 11.85 15.16 12.34  0.53
C: 6.55 9.02 15.38  -1.04
N: 7.78 9.37 14.67  -0.13
C: 8.10 10.50 14.00  0.51
S: 9.91 10.77 13.59  -0.47
N: 7.20 11.39 13.61  0.64
C: 5.75 11.28 13.57  -1.17
H: 6.83 8.35 16.20  0.36
H: 5.85 8.52 14.72  0.36
H: 6.07 9.88 15.84  0.36
H: 8.59 8.79 14.85  0.28
H: 7.62 12.32 13.42  -0.15
H: 5.28 11.52 14.54  0.36
H: 5.45 10.28 13.26  0.45
H: 5.38 12.00 12.84  0.34

Its HOMO energy is -16.8 eV. Its relative energy (zero: lowest compared OMol25 entry of this formula, charge and spin) is 30.9 kcal per mole. Its total charge is +4.


# 2
Computed, not measured: a structure of composition C44H61CsGeN2OSSbSi3 at a distorted geometry, with the ωB97M-V functional and the def2-TZVPD basis.

Each line ends with the Löwdin spin population.
Atoms and positions in Å:
Cs: 0.22 1.21 -1.32  0.01
C: 5.53 0.74 1.08  0.01
Sb: 3.61 -0.06 0.33  0.20
C: 3.39 0.05 -1.96  0.29
C: 4.15 -1.16 -2.24  0.03
C: 4.21 -1.72 -3.57  0.01
C: 5.11 -2.72 -3.89  0.00
C: 5.96 -3.15 -2.83  0.00
C: 5.75 -2.72 -1.49  0.00
N: 4.85 -1.74 -1.19  -0.01
Si: 3.57 1.59 -2.96  0.03
C: 4.95 1.42 -4.22  0.01
C: 3.93 3.02 -1.68  0.00
C: 1.99 2.12 -3.89  0.00
C: 2.52 -1.37 2.15  0.17
C: 1.96 -0.15 2.65  0.04
C: 0.88 -0.07 3.63  0.00
C: 0.48 1.15 4.21  0.02
C: 1.25 2.29 3.90  0.00
C: 2.27 2.21 2.93  0.02
N: 2.55 1.06 2.27  0.10
Si: 3.88 -2.02 3.40  0.02
C: 4.84 -0.51 4.18  0.00
C: 2.93 -2.77 4.85  0.01
C: 5.17 -3.14 2.69  0.00
Si: 1.61 -2.79 1.19  0.01
C: 0.60 -3.95 2.39  0.00
C: 0.56 -1.98 -0.20  0.00
C: 2.77 -3.92 0.24  0.00
H: 5.40 1.37 1.95  0.00
H: 5.93 1.32 0.27  0.00
H: 6.15 -0.10 1.31  0.00
H: 3.66 -1.15 -4.36  0.00
H: 5.11 -3.16 -4.89  0.00
H: 6.73 -3.87 -3.00  0.00
H: 6.23 -3.26 -0.70  0.00
H: 5.72 0.69 -3.91  0.00
H: 5.45 2.42 -4.37  0.00
H: 4.58 1.08 -5.22  0.00
H: 3.53 4.01 -2.00  0.00
H: 5.02 3.15 -1.51  0.00
H: 3.51 2.90 -0.65  0.00
H: 2.23 2.53 -4.85  0.00
H: 1.34 2.83 -3.29  0.00
H: 1.37 1.23 -4.12  0.00
H: 0.36 -0.99 3.87  0.00
H: -0.23 1.22 5.04  0.00
H: 1.18 3.18 4.50  0.00
H: 2.75 3.17 2.62  0.00
H: 5.69 -0.16 3.58  0.00
H: 5.21 -0.87 5.15  0.00
H: 4.11 0.28 4.27  0.00
H: 3.06 -3.90 4.98  0.00
H: 1.87 -2.47 4.84  0.00
H: 3.26 -2.30 5.82  0.00
H: 4.85 -4.24 2.59  0.00
H: 6.06 -3.16 3.42  0.00
H: 5.47 -2.83 1.70  0.00
H: 0.68 -4.92 1.92  0.00
H: -0.47 -3.72 2.59  0.00
H: 1.15 -3.97 3.36  0.00
H: -0.09 -1.21 0.17  0.00
H: -0.06 -2.73 -0.66  0.00
H: 1.27 -1.52 -0.85  0.00
H: 2.74 -4.98 0.51  0.00
H: 3.84 -3.65 0.30  0.00
H: 2.51 -3.85 -0.84  0.00
O: 0.23 3.90 -0.51  0.00
S: 0.23 5.45 -0.27  0.00
C: -1.41 6.04 -0.78  0.00
C: -2.08 6.82 0.34  0.00
C: -1.51 6.39 1.72  0.00
C: -0.07 5.83 1.52  0.00
H: -1.85 5.09 -1.06  0.00
H: -1.30 6.60 -1.73  0.00
H: -3.18 6.73 0.26  0.00
H: -1.96 7.93 0.20  0.00
H: -2.13 5.63 2.18  0.00
H: -1.48 7.26 2.39  0.00
H: 0.03 4.87 2.03  0.00
H: 0.78 6.55 1.74  0.00
C: -5.38 -4.70 0.81  0.00
C: -6.28 -3.67 1.02  0.00
C: -6.12 -2.51 0.32  0.00
C: -4.92 -2.28 -0.39  0.00
C: -3.99 -3.36 -0.60  0.00
C: -4.26 -4.57 -0.04  0.00
Ge: -4.43 -0.49 -1.25  0.00
C: -5.60 0.76 -0.21  0.00
C: -6.51 1.66 -0.78  0.00
C: -7.38 2.35 0.03  0.00
C: -7.36 2.12 1.39  0.00
C: -6.51 1.15 1.94  0.00
C: -5.53 0.59 1.16  0.00
C: -5.44 -0.63 -2.96  0.00
C: -6.57 -1.43 -2.98  0.00
C: -7.20 -1.74 -4.18  0.00
C: -6.83 -1.12 -5.34  0.00
C: -5.73 -0.27 -5.32  0.00
C: -4.99 -0.02 -4.15  0.00
H: -5.51 -5.61 1.33  0.00
H: -7.04 -3.71 1.77  0.00
H: -6.81 -1.67 0.35  0.00
H: -3.21 -3.09 -1.33  0.00
H: -3.70 -5.45 -0.17  0.00
H: -6.56 1.77 -1.87  0.00
H: -8.06 3.06 -0.47  0.00
H: -8.05 2.63 2.06  0.00
H: -6.58 0.89 3.03  0.00
H: -4.72 -0.02 1.65  0.00
H: -6.98 -1.98 -2.13  0.00
H: -7.97 -2.49 -4.21  0.00
H: -7.34 -1.30 -6.29  0.00
H: -5.32 0.14 -6.22  0.00
H: -4.10 0.60 -4.21  0.00

Its HOMO energy (alpha / beta) is -4.9 / -4.9 eV. The expectation value of S² is 0.769. Its relative energy (zero: lowest compared OMol25 entry of this formula, charge and spin) is 26.5 kcal per mole. As for the multiplicity: 2.